Arrangement a

# C2H6N4O2

The molecule C2H6N4O2 (ωB97M-V with the def2-TZVPD basis set, OMol25).

Calculated values
HOMO energy, eV: -9.28
M, g/mol: 118.096
Frontier orbital gap, eV: 9.96
SMILES: N/N=C\NO/C=N\O

Structure (ORCA input):
```
! wB97M-V def2-TZVPD RIJCOSX def2/J DEFGRID3
* xyz 0 1
N 0.166 -1.812 0.343
N 0.012 -1.752 -0.950
C 0.038 -0.620 -1.571
N 0.240 0.699 -0.922
O -1.042 1.187 -0.441
C -1.124 0.968 1.002
N -0.218 1.015 1.820
O 1.248 1.141 1.545
H 0.604 -0.990 0.700
H 0.665 -2.690 0.714
H -0.302 -0.607 -2.619
H 0.559 1.404 -1.665
H -2.119 0.897 1.411
H 1.274 1.161 0.633
*
```

These are the Löwdin partial charges, in e, on atoms 1 to 2: 0.02, -0.06

***

Arrangement b

# C2H6N4O2

The molecule C2H6N4O2 (ωB97M-V with the def2-TZVPD basis set, OMol25).

Calculated values
HOMO energy, eV: -9.17
M, g/mol: 118.096
Frontier orbital gap, eV: 9.45
SMILES: [H]/N=C(/N)N(N)C(=O)O

Structure (ORCA input):
```
! wB97M-V def2-TZVPD RIJCOSX def2/J DEFGRID3
* xyz 0 1
H -0.670 2.405 0.586
N 0.346 2.140 0.380
C 0.583 1.000 -0.020
N 1.849 0.646 -0.428
N -0.266 -0.165 0.066
N 0.201 -1.460 0.216
C -1.732 0.016 0.061
O -2.189 1.100 -0.103
O -2.454 -1.114 0.211
H 2.761 1.100 -0.321
H 1.994 -0.397 -0.759
H 1.025 -1.330 0.828
H 0.545 -1.932 -0.702
H -1.993 -2.009 -0.014
*
```

These are the Löwdin partial charges, in e, on atoms 1 to 2: 0.09, 0.13

***

Of the structures shown above, arrangement a is the least stable.